Record 1
{"formula": "C21H39N4O3S", "method": "ωB97M-V/def2-TZVPD", "lumo_ev": -5.44, "e_homo_ev": -11.2, "spin_multiplicity": 1, "charge": 1, "elements": ["C", "C", "N", "N", "N", "C", "C", "S", "O", "O", "N", "C", "C", "C", "C", "C", "C", "C", "C", "C", "C", "C", "C", "C", "H", "H", "H", "H", "H", "H", "H", "H", "H", "H", "H", "H", "H", "H", "H", "H", "H", "H", "H", "H", "H", "H", "H", "H", "H", "H", "H", "H", "H", "H", "H", "C", "C", "C", "O", "C", "H", "H", "H", "H", "H", "H", "H", "H"], "xyz": [[3.2347, -0.9278, 4.2025], [3.8303, -0.1171, 3.3357], [4.1466, 0.7770, 2.1785], [4.0312, 2.1266, 2.2565], [4.3602, 2.7006, 1.0547], [4.7138, 1.6247, 0.1129], [5.1528, 1.7640, -1.4327], [3.7805, 2.7831, -2.2531], [4.2295, 3.2818, -3.6320], [2.4869, 1.9594, -2.3685], [4.5759, 0.4021, 0.9399], [4.8729, -0.9833, 0.4409], [3.8846, -1.4168, -0.7677], [2.6187, -2.2088, -0.1412], [1.9387, -3.0660, -1.3315], [1.2526, -2.1883, -2.5070], [-0.3520, -2.3011, -2.3309], [-1.1244, -0.8996, -2.0992], [-0.3108, 0.2034, -1.2388], [-1.3561, 1.0976, -0.3506], [-0.9926, 0.9370, 1.2251], [-1.2708, 2.3374, 1.9894], [-2.2943, 2.1538, 3.2613], [-1.7196, 0.9685, 4.2460], [2.4858, -1.5586, 4.8337], [6.1429, 2.3278, -1.5999], [5.1047, 0.7334, -1.9723], [3.4804, 3.9331, -1.5008], [5.9671, -0.9952, 0.0258], [4.8552, -1.7392, 1.3199], [3.4512, -0.4868, -1.3308], [4.4926, -2.1072, -1.4732], [1.8787, -1.5332, 0.4472], [3.0011, -2.9910, 0.6429], [2.8065, -3.6680, -1.8369], [1.2265, -3.8686, -0.8758], [1.5093, -2.7353, -3.5094], [1.6604, -1.1188, -2.6209], [-0.6814, -3.0502, -1.4958], [-0.7860, -2.7571, -3.3178], [-2.0825, -1.1542, -1.4768], [-1.5356, -0.4256, -3.0846], [0.1406, 0.9530, -2.0169], [0.5783, -0.2053, -0.6339], [-2.4493, 0.7621, -0.5160], [-1.3129, 2.2131, -0.6974], [0.1368, 0.7218, 1.2946], [-1.6396, 0.0509, 1.6177], [-0.2903, 2.8866, 2.2996], [-1.8209, 3.0399, 1.2540], [-3.3774, 1.9031, 2.9020], [-2.3163, 3.1504, 3.8706], [-2.0527, 1.1655, 5.3477], [-0.5526, 0.9121, 4.2091], [-2.1345, -0.0774, 3.9396], [-6.6793, 0.1651, -0.9108], [-6.4169, -1.1599, -0.2340], [-5.0114, -1.4800, -0.7005], [-4.3429, -0.2258, -0.8969], [-5.3178, 0.8262, -0.8495], [-7.4617, 0.7563, -0.4309], [-6.9671, -0.0019, -1.9545], [-6.4291, -1.0295, 0.8536], [-7.1391, -1.9366, -0.4929], [-5.0214, -2.0079, -1.6599], [-4.4566, -2.0829, 0.0232], [-5.1813, 1.3666, 0.0938], [-5.1505, 1.5207, -1.6763]], "forces_ev_per_a": [[2.49, 4.94, -5.62], [-3.80, -3.84, 3.03], [-0.02, 0.20, 0.83], [0.80, -0.58, -2.67], [0.30, -4.69, -0.36], [-0.89, -0.59, 4.77], [-0.66, -0.25, 1.27], [-3.70, -0.45, -6.35], [-0.29, -1.48, 4.98], [4.35, 2.02, 1.69], [0.48, 2.57, -2.54], [0.94, -1.26, -0.86], [-0.90, 0.08, 1.11], [0.32, -1.17, -0.17], [0.98, -0.07, -0.14], [-0.53, -1.75, -0.26], [-0.93, 0.41, -1.08], [-0.72, -0.38, 0.95], [-0.90, 1.28, -1.58], [0.55, -0.17, 0.14], [-0.24, 0.94, -0.83], [-1.42, 0.04, 0.29], [1.18, -0.14, 0.35], [-0.44, 0.04, 0.15], [2.08, 1.40, -1.21], [-1.53, -0.94, 0.53], [0.13, 1.96, 0.96], [0.72, -1.12, 0.03], [-1.93, 0.40, 1.01], [-0.21, 1.50, -1.41], [1.05, -1.68, 0.90], [-1.14, 1.22, 1.16], [1.25, -0.90, -1.27], [-0.49, 1.42, -1.38], [-1.42, 0.98, 1.12], [1.10, 1.64, -0.96], [-0.38, 1.10, 1.83], [-0.78, -1.56, 0.48], [0.97, 1.45, -1.38], [0.78, 0.76, 1.82], [1.69, 0.45, -1.24], [1.02, -0.88, 1.73], [-0.50, -1.48, 1.47], [-1.58, 0.43, -0.75], [1.93, 0.41, 0.19], [0.17, -1.98, 0.80], [-1.73, -0.02, 0.07], [1.39, 1.62, -0.39], [-1.71, -1.15, -0.36], [1.00, -1.04, 1.11], [2.07, 0.44, 0.61], [-0.09, -1.80, -1.18], [0.66, -0.41, -2.01], [-2.11, 0.23, 0.06], [0.78, 1.90, 0.52], [-0.30, 0.17, -0.40], [-0.13, -0.23, 0.46], [0.23, -0.21, -0.24], [-0.43, -0.09, 0.06], [0.21, 0.29, 0.13], [0.09, -0.03, -0.05], [0.00, 0.06, 0.09], [-0.02, -0.06, -0.08], [0.09, 0.06, 0.02], [-0.03, -0.08, 0.05], [0.06, 0.09, -0.07], [-0.06, 0.08, -0.02], [0.11, -0.08, 0.05]]}

=====

Record 2
{"formula": "C24H24BBrN6S3ScTe", "method": "ωB97M-V/def2-TZVPD", "lumo_ev": -3.99, "e_homo_ev": -9.7, "spin_multiplicity": 1, "charge": 1, "elements": ["Sc", "Br", "C", "C", "C", "C", "C", "C", "N", "C", "C", "C", "C", "C", "C", "N", "H", "H", "H", "H", "H", "H", "H", "H", "H", "C", "N", "C", "C", "N", "B", "N", "C", "C", "N", "C", "C", "S", "C", "S", "H", "H", "H", "H", "H", "H", "H", "H", "H", "H", "H", "H", "Te", "C", "C", "C", "C", "S", "H", "H", "H"], "xyz": [[1.0686, -0.3188, 0.5329], [-6.3548, -0.5839, 0.8382], [-4.5485, -0.2197, 1.2702], [-3.6002, -1.2256, 1.1486], [-2.2812, -0.9417, 1.4390], [-1.8985, 0.3285, 1.8599], [-2.8641, 1.3251, 1.9867], [-4.1860, 1.0541, 1.6824], [-0.5195, 0.5514, 2.0661], [-0.1190, 1.4045, 2.9263], [1.3009, 1.6396, 3.1110], [1.7620, 2.4928, 4.1047], [3.1249, 2.6656, 4.2654], [3.9815, 1.9539, 3.4415], [3.4417, 1.1150, 2.4809], [2.1315, 0.9692, 2.2887], [-3.8957, -2.2197, 0.8422], [-1.5313, -1.7228, 1.3747], [-2.5731, 2.3303, 2.2632], [-4.9370, 1.8281, 1.7583], [-0.8138, 1.9288, 3.5785], [1.0513, 3.0109, 4.7346], [3.5129, 3.3346, 5.0209], [5.0540, 2.0486, 3.5278], [4.0906, 0.5432, 1.8321], [-3.4974, 1.0324, -2.2423], [-2.3898, 0.2573, -2.7674], [-2.4401, -0.5723, -3.8712], [-1.2070, -1.1019, -4.0206], [-0.3999, -0.5961, -3.0241], [1.0692, -0.9689, -2.7410], [1.9444, 0.2852, -3.0037], [1.9377, 0.9687, -4.2029], [2.8618, 1.9491, -4.1367], [3.4424, 1.8664, -2.8905], [4.5073, 2.7095, -2.3852], [2.8656, 0.8489, -2.2146], [3.3332, 0.4079, -0.6297], [-1.1338, 0.2355, -2.2721], [-0.5802, 1.1727, -0.9487], [-3.8130, 1.7799, -2.9697], [-3.1708, 1.5344, -1.3366], [-4.3407, 0.3804, -2.0182], [-3.3454, -0.7100, -4.4352], [-0.8255, -1.7934, -4.7508], [1.1193, -1.2778, -1.5225], [1.4053, -1.8709, -3.4422], [1.2735, 0.7065, -5.0073], [3.1479, 2.6928, -4.8589], [4.9733, 3.2293, -3.2175], [5.2478, 2.0965, -1.8777], [4.1157, 3.4406, -1.6782], [1.7801, -2.4625, 2.2377], [0.1967, -3.8389, 2.2045], [-0.6474, -4.1974, 1.1910], [-1.5520, -5.2293, 1.5556], [-1.3717, -5.6476, 2.8366], [-0.1048, -4.7918, 3.6083], [-0.6043, -3.7658, 0.1991], [-2.2931, -5.6418, 0.8861], [-1.9016, -6.4195, 3.3713]], "forces_ev_per_a": [[0.47, 0.64, 0.08], [0.13, 0.04, 0.02], [-0.03, -0.04, -0.08], [-0.18, 0.00, 0.03], [0.30, 0.09, 0.11], [-0.68, -0.24, -0.02], [0.34, 0.01, -0.06], [-0.13, -0.04, 0.05], [0.53, 0.22, -0.17], [-0.38, -0.31, -0.04], [0.51, 0.12, 0.03], [-0.27, -0.08, -0.10], [0.21, -0.07, -0.08], [-0.11, 0.09, 0.16], [0.02, -0.12, -0.17], [-0.20, -0.08, -0.13], [0.03, 0.00, 0.00], [0.00, -0.10, 0.01], [-0.05, 0.03, -0.01], [0.02, 0.02, 0.01], [-0.03, 0.01, 0.02], [0.00, 0.00, 0.00], [-0.01, 0.00, 0.01], [0.01, -0.04, 0.02], [0.02, 0.03, -0.01], [-0.20, 0.12, -0.05], [0.28, -0.02, 0.02], [-0.05, -0.04, -0.03], [-0.02, -0.04, -0.06], [-0.24, -0.01, -0.01], [-0.11, 0.16, 0.57], [0.20, 0.08, 0.00], [-0.02, 0.05, -0.05], [-0.07, 0.04, -0.13], [-0.11, -0.22, -0.02], [0.06, 0.14, 0.15], [-0.08, 0.00, -0.25], [-0.45, -0.18, 0.55], [-0.07, -0.06, -0.18], [0.34, -0.09, 0.41], [0.05, -0.01, -0.01], [-0.01, -0.04, 0.04], [0.05, -0.04, 0.03], [0.01, 0.00, 0.00], [-0.03, -0.03, 0.03], [0.14, 0.00, -0.16], [-0.01, -0.19, 0.04], [0.00, -0.03, 0.02], [0.05, -0.01, 0.03], [-0.02, -0.04, -0.03], [0.02, 0.00, -0.04], [-0.02, -0.02, -0.01], [-0.23, 0.26, -0.39], [0.06, -0.10, 0.08], [0.10, 0.11, -0.10], [-0.08, -0.03, 0.02], [0.05, -0.02, 0.12], [-0.10, 0.14, -0.22], [0.03, 0.00, -0.01], [0.00, -0.03, 0.02], [-0.03, 0.00, -0.04]]}